(1)
C40H27Cl2MnN4O3S | ωB97M-V/def2-TZVPD

```
78
Properties=species:S:1:pos:R:3
Mn 1.285 0.198 -0.011
Cl 5.361 5.759 0.235
C 4.800 4.128 -0.023
C 3.486 3.822 0.343
C 3.021 2.548 0.136
N 1.701 2.044 0.401
C 0.912 2.524 1.502
O 0.610 3.672 1.704
C 0.519 1.397 2.372
C -0.204 1.593 3.551
C -0.327 0.560 4.434
C 0.274 -0.693 4.115
C 0.913 -0.864 2.927
N 1.057 0.145 2.023
C 3.854 1.563 -0.359
C 5.132 1.857 -0.748
C 5.605 3.163 -0.580
Cl 7.244 3.497 -1.082
N 3.191 0.259 -0.437
C 3.546 -0.567 -1.462
O 4.651 -0.965 -1.744
C 2.365 -0.865 -2.454
C 2.514 -1.557 -3.610
C 1.430 -1.567 -4.503
C 0.304 -0.859 -4.194
C 0.245 -0.196 -2.966
N 1.265 -0.243 -2.123
H 2.837 4.580 0.760
H -0.610 2.580 3.730
H -0.859 0.690 5.370
H 0.235 -1.528 4.803
H 1.340 -1.818 2.660
H 5.791 1.099 -1.150
H 3.459 -2.049 -3.809
H 1.494 -2.112 -5.437
H -0.543 -0.804 -4.866
H -0.619 0.364 -2.653
O -0.763 0.568 -0.245
S -1.673 1.730 0.217
C -2.853 2.053 -1.051
C -3.415 1.041 -1.823
C -4.344 1.386 -2.792
C -4.710 2.721 -2.974
C -4.146 3.715 -2.192
C -3.200 3.385 -1.225
C -2.694 1.010 1.468
C -3.568 1.838 2.165
C -4.341 1.281 3.171
C -4.226 -0.076 3.468
C -3.336 -0.877 2.766
C -2.548 -0.335 1.754
H -3.151 0.009 -1.659
H -4.793 0.614 -3.405
H -5.439 2.983 -3.731
H -4.426 4.750 -2.339
H -2.728 4.158 -0.628
H -3.646 2.897 1.936
H -5.027 1.905 3.729
H -4.830 -0.504 4.258
H -3.239 -1.928 3.009
H -1.830 -0.943 1.216
C -1.569 -4.935 -0.820
C -1.847 -3.567 -1.070
C -0.917 -2.611 -0.777
C 0.349 -2.924 -0.215
C 1.342 -1.932 0.104
C 2.530 -2.384 0.604
C 2.819 -3.761 0.813
C 1.884 -4.700 0.529
C 0.623 -4.299 0.009
C -0.361 -5.282 -0.297
H -2.309 -5.694 -1.045
H -2.805 -3.279 -1.494
H -1.131 -1.575 -0.955
H 3.293 -1.666 0.878
H 3.790 -4.046 1.205
H 2.081 -5.755 0.686
H -0.124 -6.324 -0.105
```

Properties
E_HOMO (spin up / spin down): -6.911 / -7.212 eV
⟨S²⟩: 6.076
gap between HOMO and LUMO (spin up / spin down): 6.20 / 6.36 eV
charge: 0
2S+1: 5

---

(2)
C40H27F2IMgNO3P | ωB97M-V/def2-TZVPD

```
76
Properties=species:S:1:pos:R:3
Mg 0.757 -0.426 -0.314
F 6.127 -1.427 0.312
C 5.101 -0.558 0.185
C 3.803 -1.021 0.312
C 2.730 -0.154 0.174
C 3.003 1.197 -0.089
C 4.323 1.634 -0.189
F 4.610 2.930 -0.471
C 5.392 0.769 -0.073
C 1.869 2.111 -0.229
C 1.929 3.457 0.142
C 0.800 4.241 0.031
C -0.360 3.686 -0.491
C -0.333 2.352 -0.853
N 0.737 1.589 -0.702
H 3.646 -2.071 0.518
H 6.406 1.115 -0.194
H 2.839 3.880 0.532
H 0.827 5.273 0.347
H -1.259 4.269 -0.609
H -1.198 1.868 -1.287
I -3.105 0.424 0.576
C -3.913 -0.006 2.489
C -5.277 -0.160 2.491
C -5.995 -0.305 3.680
C -5.324 -0.228 4.864
C -3.922 -0.070 4.894
C -3.295 0.048 6.150
C -1.940 0.150 6.243
C -1.177 0.116 5.077
C -1.734 0.030 3.818
P -0.457 -0.084 2.461
C 0.563 -1.432 3.189
C 1.646 -1.281 4.048
C 2.372 -2.387 4.451
C 2.027 -3.655 4.014
C 0.920 -3.822 3.198
C 0.194 -2.717 2.794
C 0.466 1.427 2.902
C 1.850 1.484 2.768
C 2.530 2.661 3.017
C 1.838 3.804 3.378
C 0.458 3.762 3.492
C -0.225 2.584 3.254
C -3.151 -0.020 3.684
H -5.824 -0.149 1.562
H -7.065 -0.437 3.639
H -5.844 -0.289 5.808
H -3.914 0.062 7.035
H -1.450 0.241 7.200
H -0.104 0.165 5.177
H 1.939 -0.302 4.404
H 3.216 -2.244 5.110
H 2.615 -4.510 4.314
H 0.630 -4.809 2.868
H -0.680 -2.842 2.171
H 2.392 0.606 2.450
H 3.605 2.680 2.918
H 2.371 4.728 3.545
H -0.088 4.650 3.778
H -1.304 2.562 3.343
O -2.240 -3.714 0.338
C -1.206 -4.501 -0.004
C -1.293 -5.874 0.230
C -0.252 -6.714 -0.107
C 0.913 -6.209 -0.672
C 1.012 -4.855 -0.909
C -0.033 -3.992 -0.586
C 0.137 -2.540 -0.807
O 1.083 -2.092 -1.473
O -0.672 -1.743 -0.236
H -1.960 -2.783 0.145
H -2.193 -6.260 0.680
H -0.345 -7.775 0.076
H 1.731 -6.872 -0.919
H 1.902 -4.420 -1.338
```

Properties
E_HOMO: -8.114 eV
gap between HOMO and LUMO: 8.05 eV
charge: 0
2S+1: 1

---

(3)
C40H28AlBrN2O2P2S2 | ωB97M-V/def2-TZVPD

```
78
Properties=species:S:1:pos:R:3
Al -0.410 0.558 1.697
S -2.271 1.708 2.038
C -1.927 2.311 3.655
C -2.805 3.240 4.203
C -2.596 3.779 5.464
C -3.519 4.750 5.980
N -4.272 5.521 6.378
C -1.480 3.375 6.207
C -0.604 2.442 5.670
C -0.803 1.904 4.401
S 0.397 0.761 3.806
C -1.221 3.919 7.510
N -1.004 4.362 8.548
H -3.666 3.558 3.631
H 0.256 2.133 6.248
Br 0.133 -4.225 1.033
C -0.664 -3.591 -0.557
C -0.910 -4.545 -1.536
C -1.483 -4.182 -2.742
C -1.817 -2.857 -2.988
C -1.571 -1.908 -2.018
C -0.994 -2.253 -0.791
C -0.778 -1.136 0.155
O -1.010 0.057 -0.188
O -0.335 -1.293 1.347
H -0.647 -5.575 -1.341
H -1.669 -4.941 -3.490
H -2.269 -2.569 -3.927
H -1.828 -0.871 -2.180
C 1.502 1.665 -1.114
P 1.392 1.879 0.692
C 3.000 1.460 1.404
C 3.953 2.409 1.755
C 5.158 2.004 2.307
C 5.419 0.655 2.503
C 4.472 -0.296 2.151
C 3.261 0.107 1.610
C 1.015 3.598 1.096
C 1.140 4.003 2.428
C 0.696 5.256 2.817
C 0.117 6.108 1.886
C -0.017 5.707 0.566
C 0.423 4.452 0.170
P 2.419 2.841 -2.212
C 2.513 1.794 -3.718
C 3.502 2.096 -4.657
C 3.592 1.393 -5.846
C 2.687 0.377 -6.126
C 1.695 0.074 -5.208
C 1.607 0.778 -4.013
C 4.137 2.676 -1.605
C 4.793 1.449 -1.498
C 6.100 1.390 -1.050
C 6.774 2.560 -0.714
C 6.134 3.784 -0.820
C 4.817 3.839 -1.262
H 0.464 1.634 -1.454
H 1.891 0.646 -1.225
H 3.755 3.462 1.602
H 5.898 2.746 2.581
H 6.360 0.344 2.937
H 4.666 -1.348 2.315
H 2.510 -0.640 1.366
H 1.568 3.329 3.160
H 0.790 5.561 3.851
H -0.237 7.084 2.193
H -0.474 6.367 -0.160
H 0.303 4.148 -0.861
H 4.217 2.884 -4.447
H 4.371 1.638 -6.556
H 2.757 -0.174 -7.055
H 0.985 -0.717 -5.416
H 0.820 0.517 -3.316
H 4.281 0.536 -1.782
H 6.600 0.433 -0.966
H 7.799 2.513 -0.370
H 6.658 4.696 -0.563
H 4.313 4.795 -1.351
```

Properties
E_HOMO: -7.965 eV
gap between HOMO and LUMO: 7.48 eV
charge: 0
2S+1: 1

---

(4)
C40H28BaN12O2S4 | ωB97M-V/def2-TZVPD

```
87
Properties=species:S:1:pos:R:3
Ba -0.660 0.771 -0.503
C -2.879 3.322 3.677
C -3.798 4.133 3.020
C -3.814 4.161 1.641
C -2.893 3.372 0.944
N -2.027 2.562 1.579
C -2.016 2.562 2.908
N -2.917 3.304 -0.442
C -1.783 3.341 -1.074
N -1.565 2.593 -2.203
C -0.203 2.603 -2.462
N 0.327 1.717 -3.247
C 1.621 1.221 -3.027
C 2.554 1.164 -4.066
C 3.774 0.569 -3.815
C 4.035 0.038 -2.557
C 3.044 0.120 -1.595
N 1.861 0.686 -1.823
C 0.469 3.576 -1.546
C 1.763 4.061 -1.500
C 2.049 5.021 -0.539
C 1.068 5.471 0.343
C -0.228 4.978 0.292
C -0.508 4.022 -0.670
H -2.828 3.277 4.755
H -4.491 4.743 3.583
H -4.500 4.789 1.091
H -1.265 1.929 3.367
H 2.309 1.589 -5.028
H 4.523 0.523 -4.595
H 4.983 -0.423 -2.317
H 3.194 -0.242 -0.589
H 2.527 3.705 -2.179
H 3.052 5.416 -0.458
H 1.332 6.205 1.092
H -0.985 5.322 0.985
S -3.842 -6.557 0.273
N -3.289 -5.531 1.392
C -2.621 -4.586 0.750
C -1.935 -3.470 1.369
C -1.835 -3.305 2.751
C -1.118 -2.243 3.250
C -0.528 -1.352 2.351
N -0.629 -1.503 1.041
C -1.309 -2.537 0.534
C -1.333 -2.697 -0.950
N -0.748 -1.756 -1.703
C -0.676 -1.912 -3.015
C -1.170 -3.051 -3.654
C -1.823 -4.004 -2.906
C -1.924 -3.829 -1.526
C -2.602 -4.768 -0.656
N -3.256 -5.847 -1.054
H -2.310 -4.023 3.406
H -0.997 -2.092 4.314
H 0.051 -0.502 2.688
H -0.208 -1.109 -3.572
H -1.060 -3.160 -4.723
H -2.252 -4.885 -3.363
N -5.540 1.287 -2.494
C -5.091 0.941 -1.151
C -3.772 0.201 -1.228
O -3.346 -0.079 -2.447
O -3.133 -0.117 -0.246
H -6.486 0.989 -2.682
H -4.025 0.351 -3.028
H -5.467 2.280 -2.666
H -5.801 0.303 -0.623
H -4.895 1.822 -0.537
S 3.659 -1.883 5.222
C 3.298 -0.921 3.915
S 2.219 0.441 4.025
C 2.336 0.717 2.308
N 3.117 -0.131 1.708
N 3.663 -1.030 2.622
C 4.514 -2.032 2.075
C 5.653 -2.446 2.754
C 6.467 -3.413 2.186
C 6.158 -3.964 0.953
C 5.022 -3.539 0.279
C 4.199 -2.575 0.835
S 1.413 1.990 1.593
H 5.894 -2.015 3.712
H 7.355 -3.732 2.716
H 6.797 -4.721 0.518
H 4.768 -3.963 -0.684
H 3.314 -2.240 0.319
```

Properties
E_HOMO: -6.998 eV
gap between HOMO and LUMO: 6.23 eV
charge: 0
2S+1: 1

---

(5)
C40H28Cl4N5O5Sn | ωB97M-V/def2-TZVPD

```
83
Properties=species:S:1:pos:R:3
Sn 0.139 -0.021 0.173
Cl -3.831 -0.493 -5.736
C -3.355 -0.509 -4.065
C -2.018 -0.333 -3.749
C -1.565 -0.332 -2.428
N -0.212 -0.206 -2.071
C 0.778 -0.232 -2.985
O 0.690 -0.228 -4.216
C 2.193 -0.255 -2.438
C 3.236 -0.535 -3.318
C 4.533 -0.540 -2.840
C 4.755 -0.270 -1.495
C 3.660 -0.009 -0.692
N 2.416 0.007 -1.159
C -2.525 -0.485 -1.387
C -3.861 -0.688 -1.736
C -4.278 -0.695 -3.055
Cl -5.963 -0.917 -3.412
N -2.090 -0.407 -0.067
C -2.904 -0.699 0.967
O -4.072 -1.091 0.927
C -2.323 -0.582 2.366
C -2.750 -1.482 3.340
C -2.283 -1.347 4.633
C -1.423 -0.296 4.929
C -1.053 0.549 3.899
N -1.485 0.409 2.649
H -1.309 -0.206 -4.545
H 2.994 -0.739 -4.351
H 5.362 -0.760 -3.501
H 5.752 -0.277 -1.075
H 3.773 0.191 0.369
H -4.585 -0.845 -0.955
H -3.428 -2.276 3.059
H -2.577 -2.048 5.404
H -1.044 -0.145 5.931
H -0.373 1.378 4.075
C -0.274 3.455 -2.295
C -0.404 3.480 -0.796
O -0.698 2.479 -0.175
C -0.151 4.756 -0.063
C -0.140 5.998 -0.691
C 0.117 7.145 0.044
C 0.374 7.059 1.404
C 0.356 5.823 2.039
C 0.088 4.679 1.309
H -0.221 2.416 -2.618
H 0.607 4.003 -2.630
H -1.158 3.912 -2.745
H -0.347 6.074 -1.750
H 0.126 8.110 -0.447
H 0.590 7.957 1.970
H 0.557 5.759 3.101
H 0.057 3.702 1.774
Cl 4.925 -6.076 4.158
C 5.307 -6.133 2.472
C 6.253 -7.043 2.028
C 6.586 -7.069 0.685
C 5.985 -6.192 -0.201
C 5.036 -5.294 0.257
Cl 4.273 -4.220 -0.855
C 4.658 -5.248 1.605
N 3.630 -4.415 2.083
C 3.791 -3.044 2.238
C 5.068 -2.476 2.282
C 5.244 -1.131 2.563
C 4.146 -0.324 2.809
C 2.874 -0.882 2.771
C 2.665 -2.224 2.486
C 1.258 -2.778 2.465
C 0.845 -3.194 1.029
O 1.085 -4.352 0.654
O 0.284 -2.293 0.336
H 6.712 -7.718 2.736
H 7.320 -7.778 0.325
H 6.239 -6.204 -1.253
H 2.698 -4.693 1.726
H 5.930 -3.109 2.104
H 6.244 -0.715 2.596
H 4.277 0.729 3.029
H 2.010 -0.260 2.977
H 0.558 -2.008 2.791
H 1.181 -3.644 3.126
```

Properties
E_HOMO: -4.744 eV
gap between HOMO and LUMO: 6.66 eV
charge: -1
2S+1: 1

---

(6)
C40H29BrF4NO2PTc | ωB97M-V/def2-TZVPD

```
79
Properties=species:S:1:pos:R:3
Tc 0.926 -0.257 0.605
F 7.250 -5.011 -1.274
C 6.094 -4.459 -0.983
C 4.887 -5.020 -1.291
F 4.922 -6.209 -1.915
C 3.707 -4.399 -0.977
F 2.570 -5.066 -1.180
C 3.655 -3.148 -0.409
P 2.016 -2.273 -0.426
C 1.075 -3.279 0.773
C 1.534 -3.106 2.122
C 0.802 -3.508 3.175
C -0.371 -4.229 2.913
C -0.806 -4.500 1.646
C -0.092 -3.987 0.560
C 1.332 -2.558 -2.133
C 2.218 -2.628 -3.187
C 1.845 -2.633 -4.543
C 0.481 -2.583 -4.794
C -0.458 -2.540 -3.767
C -0.017 -2.546 -2.449
C 4.898 -2.597 -0.066
Br 5.019 -0.977 0.943
C 6.123 -3.248 -0.321
F 7.244 -2.720 0.107
H 2.431 -2.497 2.241
H 1.164 -3.339 4.211
H -0.902 -4.650 3.771
H -1.706 -5.114 1.491
H -0.440 -4.146 -0.424
H 3.294 -2.613 -2.945
H 2.589 -2.615 -5.324
H 0.137 -2.665 -5.838
H -1.513 -2.495 -3.967
H -0.786 -2.481 -1.667
C -4.664 5.706 -0.232
C -3.214 5.817 0.225
C -2.573 7.024 0.195
C -1.271 7.128 0.640
C -0.598 6.001 1.123
C -1.265 4.774 1.152
N -0.565 3.595 1.617
C 0.333 3.073 0.733
C 0.375 3.306 -0.645
C 1.445 2.917 -1.441
C 2.505 2.186 -0.935
C 2.415 1.757 0.376
C 1.360 2.168 1.210
C 1.336 1.603 2.648
O 1.175 2.299 3.639
O 1.516 0.305 2.578
C -2.554 4.663 0.695
C -3.268 3.341 0.723
H -5.102 6.669 -0.370
H -5.278 5.105 0.417
H -4.748 5.225 -1.166
H -3.007 7.937 -0.176
H -0.767 8.101 0.511
H 0.462 6.090 1.462
H -0.219 3.632 2.583
H -0.410 3.902 -1.130
H 1.399 3.126 -2.520
H 3.302 1.864 -1.593
H 3.245 1.201 0.769
H -3.730 3.095 -0.246
H -4.093 3.432 1.463
H -2.664 2.544 1.060
C -0.773 -0.645 0.433
C -2.179 -0.931 0.633
C -3.123 -0.389 -0.229
C -4.454 -0.513 0.000
C -4.896 -1.267 1.079
C -3.966 -1.968 1.877
C -2.615 -1.772 1.609
H -2.786 0.244 -1.054
H -5.130 -0.016 -0.633
H -5.973 -1.364 1.271
H -4.240 -2.666 2.667
H -1.864 -2.206 2.304
```

Properties
E_HOMO (spin up / spin down): -6.571 / -8.060 eV
⟨S²⟩: 3.870
gap between HOMO and LUMO (spin up / spin down): 6.43 / 7.54 eV
charge: 0
2S+1: 4